# 1
Entry from OMol25: C11H76NO26 as an isolated structure (ωB97M-V/def2-TZVPD).

ORCA input file:
```
! RIJCOSX wB97M-V def2-TZVPD def2/J DEFGRID3
* xyz 1 1
C -0.76 -65.11 23.65
C -1.40 -66.34 23.10
C -0.95 -67.71 23.59
C -1.39 -68.92 22.73
N -1.28 -70.26 23.46
C -1.69 -71.39 22.61
C -3.20 -71.44 22.50
C -3.57 -70.96 23.94
C -2.34 -70.41 24.50
C 0.08 -70.49 23.98
C 1.38 -70.50 23.06
C 2.71 -70.89 23.78
H -0.88 -64.98 24.82
H -1.14 -64.14 23.22
H 0.29 -65.05 23.40
H -1.25 -66.37 22.08
H -2.50 -66.47 23.18
H -1.17 -67.87 24.71
H 0.10 -67.59 23.71
H -0.87 -68.94 21.85
H -2.48 -68.84 22.61
H -1.35 -72.22 23.20
H -1.22 -71.55 21.55
H -3.57 -72.34 22.55
H -3.76 -71.03 21.64
H -4.04 -71.69 24.68
H -4.44 -70.30 23.80
H -2.08 -71.24 25.17
H -2.34 -69.58 25.10
H 0.01 -71.42 24.46
H 0.05 -69.95 24.81
H 1.30 -69.34 22.88
H 1.40 -71.10 22.29
H 3.50 -71.01 23.11
H 2.76 -71.78 24.54
H 3.01 -69.98 24.39
O -1.04 -72.33 19.13
H -0.41 -73.05 18.98
H -1.53 -73.00 19.49
O -2.99 -70.21 27.66
H -1.98 -70.14 27.48
H -3.33 -71.08 27.77
O -4.77 -68.61 26.35
H -4.22 -67.87 26.50
H -4.15 -69.36 26.63
O -3.01 -65.79 27.09
H -2.97 -64.75 26.79
H -2.32 -65.69 27.59
O -5.40 -67.17 23.96
H -5.31 -67.52 22.97
H -5.14 -67.85 24.57
O 5.73 -69.51 24.77
H 5.19 -69.67 25.47
H 6.30 -68.76 25.12
O -3.85 -67.55 20.94
H -4.22 -66.71 21.11
H -3.02 -67.42 20.39
O 0.70 -73.31 22.38
H -0.19 -73.72 22.22
H 1.02 -72.61 21.88
O -5.59 -72.57 22.06
H -5.64 -73.41 21.44
H -5.88 -72.01 21.41
O -3.02 -73.76 20.29
H -3.01 -74.12 21.15
H -3.86 -73.98 19.93
O -3.50 -74.65 22.91
H -3.51 -73.90 23.59
H -3.48 -75.55 23.19
O 5.39 -71.30 22.62
H 5.17 -70.48 23.03
H 5.17 -72.15 23.06
O 2.96 -66.73 23.19
H 2.72 -65.93 22.55
H 3.87 -66.98 22.99
O -0.17 -70.28 27.60
H 0.52 -70.88 27.98
H 0.31 -69.41 27.87
O -3.77 -73.77 25.60
H -3.06 -73.40 26.18
H -4.45 -74.29 25.95
O 2.02 -63.17 24.27
H 1.42 -62.53 24.29
H 2.39 -63.03 23.45
O 2.02 -65.62 25.61
H 2.19 -64.83 25.15
H 1.79 -66.34 24.89
O 2.21 -64.36 21.31
H 1.36 -63.86 21.12
H 2.95 -63.67 21.10
O 4.60 -72.98 20.63
H 5.31 -72.46 21.22
H 4.77 -73.81 20.74
O 0.46 -63.66 27.45
H 0.85 -64.23 26.71
H 0.08 -64.25 28.01
O 0.74 -74.15 24.92
H 0.86 -73.92 23.85
H 0.13 -74.96 25.16
O 2.87 -70.61 19.82
H 3.81 -70.81 19.73
H 2.52 -71.66 20.06
O 2.14 -74.09 26.42
H 1.67 -74.70 27.00
H 1.55 -73.90 25.78
O 3.49 -69.23 27.15
H 3.93 -69.17 27.89
H 3.36 -70.14 26.94
O 3.76 -71.44 26.24
H 3.09 -72.11 26.12
H 4.55 -71.90 26.58
O -4.27 -70.93 19.54
H -4.96 -71.05 20.23
H -3.72 -71.63 19.80
*
```

Summary:
* energy above the lowest of the compared OMol25 structures with the same formula, charge and spin: 386.47 kJ/mol
* HOMO level: -12.401 eV
* LUMO: -2.7931 eV
* energy: -2475.02446 a.u.

Here are the Löwdin charges for atoms 1 to 99, given in e: -0.097 -0.264 -0.161 -0.031 -0.187 -0.111 -0.139 -0.124 -0.134 -0.099 -0.115 -0.046 0.109 0.094 0.031 0.076 0.112 0.142 0.077 0.117 0.129 0.109 0.167 -0.014 0.101 0.130 0.117 0.135 0.090 0.099 0.077 0.145 0.000 0.010 0.103 0.096 -0.025 0.053 -0.076 -0.055 0.053 0.029 -0.072 -0.004 0.024 -0.029 0.158 -0.098 -0.103 0.078 -0.044 -0.023 -0.060 0.103 -0.054 0.011 0.086 -0.014 0.110 0.006 -0.025 0.134 -0.033 -0.008 -0.018 0.057 -0.065 0.060 0.046 -0.074 0.001 0.078 -0.103 0.079 0.033 -0.091 0.079 0.118 -0.034 0.089 0.032 0.053 0.003 0.000 -0.098 -0.051 0.067 -0.110 0.081 0.112 -0.039 0.096 -0.076 -0.047 0.036 -0.042 -0.086 0.122 0.157

***

# 2
Entry from OMol25: a 2-piece molecular cluster, C4H9O2S overall (ωB97M-V/def2-TZVPD).

ORCA input file:
```
! RIJCOSX wB97M-V def2-TZVPD def2/J DEFGRID3
* xyz -1 1
C 0.66 -0.77 1.27
C -1.41 -1.56 -0.75
S -0.97 -1.65 1.11
H 1.12 -0.88 0.31
H 0.61 0.36 1.40
H 1.19 -1.16 2.15
H -1.69 -0.52 -1.04
H -2.27 -2.11 -0.96
H -0.69 -1.90 -1.46
C -0.06 2.31 0.06
C 0.83 1.36 -0.81
O 2.01 1.33 -0.50
O 0.21 0.80 -1.67
H -0.58 1.66 0.69
H -0.67 2.79 -0.65
H 0.66 2.99 0.54
*
```

Summary:
* energy above the lowest of the compared OMol25 structures with the same formula, charge and spin: 125.03 kJ/mol
* HOMO level: -3.923 eV
* LUMO: 3.3684 eV
* energy: -706.50034 a.u.

natural (NBO) atomic charges, in units of e: -0.726 -0.691 0.060 0.253 0.231 0.206 0.245 0.191 0.216 -0.773 0.780 -0.799 -0.786 0.197 0.199 0.197

***

# 3
Entry from OMol25: C19H41AlBr2Cl2F2LiN2O10S as an isolated structure (ωB97M-V/def2-TZVPD).

ORCA input file:
```
! RIJCOSX wB97M-V def2-TZVPD def2/J DEFGRID3
* xyz -1 1
C -3.63 2.08 1.15
O -3.82 2.17 -0.29
C -2.57 2.14 -1.06
C -2.05 0.77 -1.46
O -1.52 0.15 -0.31
C -0.15 0.47 -0.10
C 0.13 0.80 1.35
C 0.08 -0.36 2.35
C -1.33 -0.60 2.93
Cl 0.83 -1.87 1.76
C -3.19 -0.18 -2.23
C -4.28 -0.69 -1.31
F -2.54 -1.51 -2.71
H -2.93 2.88 1.57
H -4.61 2.28 1.61
H -3.38 1.06 1.46
H -2.72 2.81 -1.91
H -1.81 2.60 -0.42
H -1.14 1.02 -2.24
H 0.45 -0.37 -0.46
H 0.18 1.33 -0.69
H -0.62 1.54 1.64
H 1.09 1.32 1.42
H 0.67 -0.03 3.20
H -1.97 0.27 2.76
H -1.74 -1.50 2.48
H -1.23 -0.70 4.01
H -3.54 0.34 -3.11
H -4.03 -0.62 -0.25
H -4.64 -1.68 -1.58
H -5.15 -0.03 -1.46
Cl -2.97 4.54 2.43
Al -5.60 2.47 -0.75
Br -1.23 -0.04 -3.62
O -1.62 -6.42 -0.73
S -1.05 -5.69 -1.81
O -1.08 -6.21 -3.14
O 0.45 -5.30 -1.44
C 1.33 -6.35 -1.01
C 1.86 -7.17 -2.17
C -1.70 -4.05 -1.82
H 0.83 -6.98 -0.27
H 2.16 -5.86 -0.50
H 1.06 -7.75 -2.64
H 2.63 -7.86 -1.83
H 2.28 -6.52 -2.94
H -1.61 -3.63 -0.82
H -2.74 -4.10 -2.12
H -1.13 -3.46 -2.54
C 0.31 3.03 4.88
C 0.81 1.89 5.73
O 0.54 0.72 5.47
N 1.57 2.19 6.80
C 1.99 3.51 7.26
H -0.29 2.63 4.06
H -0.32 3.71 5.46
H 1.15 3.59 4.45
H 1.87 1.38 7.33
H 3.08 3.55 7.27
H 1.62 3.67 8.28
H 1.61 4.29 6.62
Br -4.93 3.67 3.85
Li 0.57 -2.02 -3.97
C 0.03 7.46 3.13
O -0.92 7.15 3.89
O 0.17 6.50 2.09
O 0.81 8.41 3.14
H -0.57 5.98 2.41
F 0.37 0.64 -5.18
C 4.41 0.31 -6.35
C 3.95 -0.87 -5.54
O 2.82 -1.32 -5.67
N 4.82 -1.42 -4.66
C 6.19 -1.01 -4.38
H 3.60 0.63 -7.00
H 4.68 1.14 -5.70
H 5.27 0.03 -6.97
H 4.45 -2.20 -4.15
H 6.86 -1.84 -4.58
H 6.28 -0.74 -3.32
H 6.48 -0.16 -4.98
*
```

Summary:
* HOMO level: -3.074 eV
* LUMO: -1.3587 eV
* energy: -8526.49493 a.u.

Löwdin atomic charges, in units of e: -0.206 -0.480 -0.078 -0.463 -0.123 -0.232 -0.185 -0.704 -0.098 0.602 -0.321 -0.050 -0.377 -0.093 -0.034 0.080 0.141 0.141 -0.036 0.094 0.132 0.106 0.125 0.063 0.052 0.062 0.068 0.079 0.082 0.085 0.006 0.031 0.883 0.771 -0.267 0.570 -0.276 -0.271 -0.252 -0.074 -0.125 0.116 0.122 0.072 0.080 0.081 0.084 0.081 0.036 0.010 -0.534 0.008 0.003 -0.071 0.066 0.097 0.096 0.134 0.080 0.081 0.080 -0.016 0.688 -0.844 -0.107 -0.045 -0.047 -0.005 -0.792 -0.002 -0.546 0.007 0.002 -0.076 0.090 0.090 0.083 0.130 0.081 0.084 0.072

***

# 4
Entry from OMol25: a 5-piece molecular cluster, C6H23N2O4 overall (ωB97M-V/def2-TZVPD).

ORCA input file:
```
! RIJCOSX wB97M-V def2-TZVPD def2/J DEFGRID3
* xyz 1 1
C 0.30 -2.55 -1.66
C -0.74 -1.70 -2.41
C -0.50 -0.28 -1.98
C -1.48 0.60 -1.74
N -1.21 1.92 -1.48
C -2.18 2.78 -0.80
C -2.08 2.63 0.76
N 0.42 -2.17 -0.23
H 1.33 -2.64 -2.12
H -0.04 -3.61 -1.65
H -0.54 -1.72 -3.51
H -1.74 -2.09 -2.36
H 0.54 0.03 -1.86
H -2.53 0.37 -1.83
H -0.33 2.34 -1.74
H -3.17 2.66 -1.22
H -1.95 3.81 -1.05
H -2.67 1.73 0.99
H -1.07 2.33 0.96
H -2.49 3.50 1.24
H 1.05 -1.41 0.01
H 0.80 -2.91 0.36
H -0.48 -1.90 0.22
H -1.19 -1.92 3.01
H 0.13 -1.18 2.68
O -0.51 -1.85 2.32
H 3.14 2.48 2.14
H 3.65 1.00 2.16
O 2.87 1.56 2.06
H 4.11 -1.06 -0.53
H 2.81 -1.16 0.25
O 3.15 -0.99 -0.63
H 1.40 0.87 2.82
H 0.18 0.45 3.58
O 1.01 0.07 3.24
*
```

Summary:
* energy above the lowest of the compared OMol25 structures with the same formula, charge and spin: 85.66 kJ/mol
* HOMO level: -10.668 eV
* LUMO: -2.8773 eV
* energy: -652.61825 a.u.

natural (NBO) atomic charges, in units of e: -0.233 -0.451 -0.376 0.055 -0.619 -0.211 -0.624 -0.685 0.247 0.224 0.242 0.231 0.202 0.200 0.397 0.198 0.201 0.201 0.204 0.224 0.428 0.441 0.482 0.489 0.500 -1.025 0.499 0.490 -0.965 0.494 0.447 -0.937 0.517 0.478 -0.968